(1)
Below is 2 unconnected molecules or ions with the total composition C4H10FP in a non-equilibrium geometry, with properties calculated with ωB97M-V/def2-TZVPD.

Output
Max |F| ... 0.091 hartree/bohr
Energy relative to the best compared isomer or geometry (same formula, charge and spin) ... 73.15 kcal/mol
HOMO-LUMO gap ... 8.95 eV
HOMO energy ... -0.312 hartree

Last column: natural (NBO) charge in e.
Cartesian coordinates (Å):
P -0.16 0.93 0.59  0.746
F -0.76 1.39 -2.08  -0.367
C 1.58 -0.39 -1.89  -0.605
C -0.53 0.40 -1.14  -0.030
C 0.74 -0.52 1.22  -0.940
C -1.82 0.61 1.37  -0.937
H 1.89 -0.23 -0.85  0.184
H -2.50 1.26 0.92  0.238
H 1.94 0.38 -2.59  0.199
H -1.08 -0.45 -1.37  0.157
H -1.71 0.84 2.45  0.232
H 0.38 -1.39 0.73  0.227
H 1.78 -0.29 1.10  0.236
H 1.54 -1.39 -2.29  0.194
H 0.59 -0.63 2.31  0.240
H -1.89 -0.54 1.53  0.226

(2)
Below is a molecular structure, C4H10I2N in a non-equilibrium geometry, with properties calculated with ωB97M-V/def2-TZVPD.

Output
Max |F| ... 0.081 hartree/bohr
Total charge ... +1
Energy relative to the best compared isomer or geometry (same formula, charge and spin) ... 46.47 kcal/mol
HOMO-LUMO gap ... 8.45 eV
HOMO energy ... -0.505 hartree

Last column: natural (NBO) charge in e.
Cartesian coordinates (Å):
I 2.42 1.83 -0.07  0.368
I 2.39 -1.76 0.13  0.391
N -0.27 -0.22 0.86  -0.419
C -0.83 0.93 1.55  -0.433
C 1.49 0.00 -0.55  -0.214
C -1.31 -0.93 0.16  -0.434
C 0.89 0.24 -1.91  -0.782
H -2.05 -1.09 0.85  0.220
H 0.44 1.19 -1.93  0.257
H -1.48 -0.43 -0.77  0.218
H -1.41 0.43 2.28  0.222
H -1.32 1.56 0.89  0.219
H 1.73 -0.05 -2.68  0.309
H -1.00 -1.96 -0.06  0.222
H 0.13 -0.78 1.51  0.379
H 0.24 -0.60 -2.12  0.246
H -0.06 1.65 1.88  0.231

(3)
Below is a molecular structure, C4H10I2N in a non-equilibrium geometry, with properties calculated with ωB97M-V/def2-TZVPD.

Output
Max |F| ... 0.059 hartree/bohr
Total charge ... +1
Energy relative to the best compared isomer or geometry (same formula, charge and spin) ... 5.84 kcal/mol
HOMO-LUMO gap ... 9.32 eV
HOMO energy ... -0.483 hartree

Last column: natural (NBO) charge in e.
Cartesian coordinates (Å):
I 0.50 -1.71 -3.88  0.222
I 2.19 0.83 -1.82  0.240
N -0.33 0.25 0.02  -0.569
C 0.39 -0.08 -2.41  -0.561
C -0.20 0.64 2.42  -0.619
C -0.42 -0.69 -1.18  -0.291
C 0.45 -0.20 1.26  -0.214
H 0.16 -1.62 -0.89  0.241
H 0.14 -1.23 1.27  0.221
H 0.11 1.62 2.56  0.235
H 1.50 0.03 1.33  0.257
H 0.11 1.26 -0.18  0.462
H -1.32 0.42 0.32  0.443
H -1.47 -0.93 -1.44  0.260
H -0.32 0.63 -2.87  0.229
H -1.23 0.62 2.14  0.186
H -0.26 0.16 3.34  0.256

(4)
Below is a molecular structure, C4H10LuO2 in a non-equilibrium geometry, with properties calculated with ωB97M-V/def2-TZVPD.

Output
Max |F| ... 0.057 hartree/bohr
Total charge ... +1
Energy relative to the best compared isomer or geometry (same formula, charge and spin) ... 15.47 kcal/mol
HOMO-LUMO gap ... 7.14 eV
HOMO energy ... -0.443 hartree

Last column: natural (NBO) charge in e.
Cartesian coordinates (Å):
Lu 0.27 1.81 -1.00  2.015
O -1.03 0.02 -0.42  -0.641
O 1.62 -0.07 -0.79  -0.628
C 1.91 0.91 0.29  -0.634
C -2.38 0.20 -0.03  -0.266
C -0.35 -1.01 0.29  -0.111
C 0.98 -1.26 -0.40  -0.090
H -2.97 -0.70 -0.29  0.221
H 1.10 3.35 -0.08  -0.537
H 1.63 -1.84 0.27  0.219
H -2.44 0.39 1.06  0.209
H 2.97 1.20 0.15  0.222
H -2.78 1.06 -0.57  0.196
H 0.82 -1.83 -1.33  0.211
H 1.84 0.40 1.27  0.193
H -0.95 -1.93 0.27  0.219
H -0.23 -0.70 1.33  0.203

(5)
Below is a gas-phase ion, C4H10N (charge +1) in a non-equilibrium geometry, with properties calculated with ωB97M-V/def2-TZVPD.

Output
SMILES string ... CC[NH+]1CC1
Max |F| ... 0.065 hartree/bohr
Total charge ... +1
Energy relative to the best compared isomer or geometry (same formula, charge and spin) ... 53.66 kcal/mol
HOMO-LUMO gap ... 13.80 eV
HOMO energy ... -0.620 hartree

Last column: natural (NBO) charge in e.
Cartesian coordinates (Å):
N 0.43 0.13 0.35  -0.357
C 1.41 -0.82 -0.13  -0.227
C -1.98 -0.29 0.18  -0.629
C 1.76 0.60 0.05  -0.227
C -0.82 0.53 -0.44  -0.229
H -2.85 0.39 0.09  0.258
H 2.30 0.83 0.97  0.246
H 1.89 -1.63 0.42  0.264
H -0.72 0.28 -1.60  0.253
H -1.74 -0.40 1.28  0.200
H 0.11 0.25 1.29  0.449
H 2.06 1.06 -0.84  0.258
H 1.25 -1.25 -1.18  0.254
H -2.02 -1.32 -0.23  0.243
H -1.07 1.63 -0.21  0.245

(6)
Below is 2 unconnected molecules or ions with the total composition C4H10N in a non-equilibrium geometry, with properties calculated with ωB97M-V/def2-TZVPD.

Output
Max |F| ... 0.028 hartree/bohr
Total charge ... +1
Energy relative to the best compared isomer or geometry (same formula, charge and spin) ... 60.51 kcal/mol
HOMO-LUMO gap ... 6.71 eV
HOMO energy ... -0.498 hartree

Last column: natural (NBO) charge in e.
Cartesian coordinates (Å):
N 2.63 0.06 -1.61  -1.095
C 0.11 -1.14 -0.08  0.017
C -0.10 -0.53 1.13  -0.378
C -1.00 0.51 1.33  0.252
C -2.19 0.74 0.53  -0.729
H 0.97 -1.79 -0.20  0.249
H -2.17 0.36 -0.49  0.253
H -0.62 -1.12 -0.89  0.214
H 2.38 -0.36 -2.49  0.374
H 3.63 0.02 -1.44  0.389
H 2.24 0.98 -1.53  0.370
H -2.60 1.75 0.61  0.277
H 0.63 -0.72 1.90  0.254
H -0.93 1.14 2.21  0.238
H -2.98 0.12 1.02  0.314

(7)
Below is a gas-phase ion, C4H10N2 (charge -1) in a non-equilibrium geometry, with properties calculated with ωB97M-V/def2-TZVPD.

Output
<S²> ... 0.754
Spin multiplicity ... 2
Max |F| ... 0.071 hartree/bohr
Total charge ... -1
Energy relative to the best compared isomer or geometry (same formula, charge and spin) ... 18.68 kcal/mol
HOMO-LUMO gap (alpha / beta) ... 2.83 / 7.13 eV
HOMO energy (alpha / beta) ... 0.056 / -0.104 hartree

Last column: Mulliken spin population.
Cartesian coordinates (Å):
N -1.51 1.19 -1.95  0.021
N -0.78 -0.78 -0.61  0.259
C -1.69 -0.10 -1.31  0.555
C 1.37 -0.62 0.71  -0.029
C 0.85 -0.45 2.11  0.025
C 0.44 -0.08 -0.42  0.041
H -2.37 1.50 -2.38  0.014
H -0.23 -0.59 2.22  0.004
H 1.59 -1.67 0.47  -0.010
H 1.39 -0.99 2.88  -0.014
H 0.92 0.61 2.40  -0.001
H 0.45 1.04 -0.25  -0.009
H -1.21 1.83 -1.23  0.024
H 2.34 -0.14 0.46  -0.007
H 1.03 -0.04 -1.39  0.093
H -2.59 -0.70 -1.72  0.033

(8)
Below is 3 unconnected molecules or ions with the total composition C4H10N2 in a non-equilibrium geometry, with properties calculated with ωB97M-V/def2-TZVPD.

Output
Max |F| ... 0.101 hartree/bohr
Energy relative to the best compared isomer or geometry (same formula, charge and spin) ... 189.43 kcal/mol
HOMO-LUMO gap ... 2.95 eV
HOMO energy ... -0.245 hartree

Last column: natural (NBO) charge in e.
Cartesian coordinates (Å):
N 1.34 0.95 1.36  -0.545
N -2.60 -1.11 -0.47  -0.229
C 1.57 -0.21 0.79  -0.016
C -0.48 0.62 -1.20  -0.821
C -3.06 -0.47 0.58  -0.219
C 2.61 -0.67 -0.05  -0.322
H 0.28 0.07 -1.77  0.209
H 2.59 -1.71 -0.35  0.207
H -0.77 -0.06 -0.35  0.216
H 0.03 1.51 -0.80  0.214
H 3.44 0.00 -0.24  0.191
H -1.31 0.77 -1.79  0.210
H -2.41 -0.07 1.39  0.209
H 0.82 -0.94 1.01  0.170
H -4.15 -0.31 0.72  0.209
H 2.12 1.60 1.19  0.318

(9)
Below is C4H10N2 in the gas phase in a non-equilibrium geometry, with properties calculated with ωB97M-V/def2-TZVPD.

Output
SMILES string ... N/C=C/CCN
Max |F| ... 0.023 hartree/bohr
Energy relative to the best compared isomer or geometry (same formula, charge and spin) ... 28.50 kcal/mol
HOMO-LUMO gap ... 8.93 eV
HOMO energy ... -0.285 hartree

Last column: natural (NBO) charge in e.
Cartesian coordinates (Å):
N 2.22 -1.18 0.10  -0.862
N -1.67 2.28 -1.08  -0.821
C -1.42 1.14 -0.35  0.009
C -0.23 -0.87 0.47  -0.427
C -0.48 0.21 -0.55  -0.317
C 1.16 -0.92 1.05  -0.207
H 2.11 -0.77 -0.82  0.356
H -0.49 -1.86 0.11  0.193
H -2.32 2.92 -0.69  0.388
H 1.39 -0.01 1.63  0.177
H 0.12 0.15 -1.46  0.184
H -0.96 -0.66 1.27  0.197
H 1.26 -1.70 1.82  0.190
H -1.03 2.58 -1.79  0.388
H 2.56 -2.12 -0.02  0.364
H -2.21 0.81 0.32  0.189

(10)
Below is C4H10N2 in the gas phase in a non-equilibrium geometry, with properties calculated with ωB97M-V/def2-TZVPD.

Output
SMILES string ... [H]/N=C(\CC)CN
Max |F| ... 0.062 hartree/bohr
Energy relative to the best compared isomer or geometry (same formula, charge and spin) ... 21.26 kcal/mol
HOMO-LUMO gap ... 10.29 eV
HOMO energy ... -0.342 hartree

Last column: natural (NBO) charge in e.
Cartesian coordinates (Å):
N -2.43 1.01 0.31  -0.815
N -1.13 -1.36 -0.38  -0.620
C 1.91 -0.40 0.67  -0.604
C -0.44 -0.32 -0.37  0.300
C -1.03 1.04 -0.05  -0.292
C 1.14 -0.32 -0.65  -0.472
H 2.99 -0.42 0.49  0.214
H -2.96 0.60 -0.45  0.360
H 1.42 -1.16 -1.29  0.206
H -0.28 -2.00 -0.58  0.330
H 1.69 0.45 1.31  0.206
H -0.46 1.48 0.78  0.203
H 1.40 0.60 -1.17  0.211
H 1.64 -1.31 1.21  0.208
H -2.57 0.40 1.10  0.359
H -0.90 1.69 -0.92  0.205

(11)
Below is 2 unconnected molecules or ions with the total composition C4H10N2 in a non-equilibrium geometry, with properties calculated with ωB97M-V/def2-TZVPD.

Output
SMILES string ... C=CN.C=CN
Max |F| ... 0.034 hartree/bohr
Energy relative to the best compared isomer or geometry (same formula, charge and spin) ... 45.05 kcal/mol
HOMO-LUMO gap ... 9.15 eV
HOMO energy ... -0.303 hartree

Last column: natural (NBO) charge in e.
Cartesian coordinates (Å):
N 1.59 0.14 -1.40  -0.814
N -1.89 1.11 -0.03  -0.816
C 1.92 0.45 1.01  -0.563
C -2.00 -1.30 0.14  -0.557
C -1.51 -0.10 0.49  0.032
C 1.91 -0.28 -0.12  0.040
H -2.42 1.12 -0.88  0.376
H -1.52 -2.17 0.57  0.205
H 2.13 1.51 1.00  0.197
H -2.39 -1.44 -0.86  0.181
H -1.26 1.89 0.10  0.381
H 1.04 -0.54 -1.91  0.382
H 2.09 -0.09 1.94  0.206
H 2.14 -1.34 -0.05  0.186
H 1.15 1.05 -1.43  0.368
H -0.99 -0.02 1.43  0.196

(12)
Below is 2 unconnected molecules or ions with the total composition C4H10N2, with properties calculated with ωB97M-V/def2-TZVPD.

Output
SMILES string ... C/N=C\N.C=C
Max |F| ... 0.012 hartree/bohr
Energy relative to the best compared isomer or geometry (same formula, charge and spin) ... 43.83 kcal/mol
HOMO-LUMO gap ... 10.43 eV
HOMO energy ... -0.350 hartree

Last column: natural (NBO) charge in e.
Cartesian coordinates (Å):
N 1.13 2.25 0.60  -0.444
N -0.85 1.02 1.21  -0.866
C -1.01 -2.79 -0.61  -0.387
C 0.28 -2.73 -0.33  -0.390
C 0.77 2.15 -0.81  -0.465
C 0.40 1.65 1.44  0.274
H 0.77 1.57 2.46  0.162
H -1.77 -2.84 0.15  0.192
H -0.14 2.71 -1.06  0.185
H 1.57 2.59 -1.39  0.208
H 1.04 -2.58 -1.09  0.198
H -0.74 0.02 1.14  0.386
H -1.27 1.42 0.38  0.370
H -1.39 -2.82 -1.63  0.194
H 0.63 -2.73 0.70  0.193
H 0.61 1.12 -1.14  0.190

Question: Which formula does entry 11 have?
Answer: C4H10N2

Question: What is the energy relative to the best compared isomer or geometry (same formula, charge and spin) in the ninth record?
Answer: 28.50 kcal/mol

Question: Number 8 is which compound?
Answer: C4H10N2

Question: Which of these has the lowest max |F|?
Answer: number 12